Computed, not measured: a molecular structure, C2F2N2O in a non-equilibrium geometry, with the ωB97M-V functional and the def2-TZVPD basis.

```
7
Properties=species:S:1:pos:R:3
C -0.23 0.85 -0.53
C 0.18 -0.79 0.64
N 0.08 -0.09 -1.33
N 0.39 -1.18 -0.54
O -0.18 0.53 0.76
F -0.58 2.05 -0.80
F 0.35 -1.38 1.79
```

largest force on an atom	0.0330	hartree/bohr
frontier orbital gap	11.53	eV
total energy	-460.65242	Ha